# C39H15F15GeIN7SV

A molecular structure, C39H15F15GeIN7SV (the ωB97M-V functional and the def2-TZVPD basis, the Open Molecules 2025 dataset).

XYZ file:
```
80
C39H15F15GeIN7SV | the Open Molecules 2025 dataset | the ωB97M-V functional and the def2-TZVPD basis
V 0.27277 1.13387 0.63129
C 4.41403 0.51680 1.34202
C 5.08613 1.52554 0.65582
C 4.34832 2.50552 0.02674
C 2.95796 2.46086 0.07029
N 2.30665 1.46319 0.71155
C 3.04222 0.52383 1.34957
N 2.28191 3.49017 -0.54500
C 1.03972 3.62087 -0.65642
N 0.00578 2.67990 -0.16382
C -1.29705 3.16422 -0.66517
N -2.42313 2.64657 -0.45511
C -2.71565 1.59549 0.38549
C -4.06137 1.29551 0.56946
C -4.42976 0.34782 1.50143
C -3.43490 -0.29196 2.23605
C -2.12097 0.02654 1.99573
N -1.74534 0.94657 1.07395
C -1.02788 4.39768 -1.38962
C -1.93106 5.23662 -2.02089
C -1.41583 6.38485 -2.60851
C -0.04963 6.67652 -2.56206
C 0.85001 5.82799 -1.92951
C 0.32749 4.68627 -1.34523
H 4.94508 -0.26036 1.87340
H 6.16750 1.55047 0.62773
H 4.80946 3.32947 -0.49852
H 2.49803 -0.23875 1.88314
H -4.78584 1.84774 -0.01176
H -5.47520 0.12098 1.66660
H -3.67001 -1.02638 2.99414
H -1.33525 -0.45734 2.55360
H -2.98665 5.00529 -2.05472
H -2.08250 7.07032 -3.11433
H 0.31239 7.58134 -3.03167
H 1.90865 6.04529 -1.89571
F -1.90052 -3.63749 -3.30773
C -0.67039 -3.37025 -3.74475
C 0.27367 -2.83293 -2.87745
C 1.53842 -2.56370 -3.38487
F 2.45052 -2.01907 -2.55786
C 1.88275 -2.82440 -4.69030
F 3.09290 -2.55782 -5.14314
C 0.91888 -3.37642 -5.53248
F 1.22239 -3.63452 -6.77906
C -0.36155 -3.64773 -5.06316
F -1.26648 -4.16308 -5.86942
Ge -0.05339 -2.50964 -1.03525
S 0.19866 -0.11224 -1.05544
C -1.85241 -2.71484 -0.39954
C -2.90085 -1.97660 -0.92696
F -2.63692 -0.99260 -1.80292
C -4.21361 -2.21404 -0.58476
F -5.18977 -1.47611 -1.08895
C -4.50171 -3.22978 0.32157
F -5.74616 -3.45431 0.67211
C -3.47788 -3.99138 0.87038
F -3.75205 -4.94951 1.73206
C -2.17176 -3.72463 0.49966
F -1.19725 -4.47327 1.02093
C 1.30389 -3.09143 0.19076
C 2.16063 -4.14744 -0.08652
F 2.10421 -4.74960 -1.26630
C 3.07774 -4.61325 0.84565
F 3.86931 -5.61912 0.55548
C 3.15592 -4.00459 2.09220
F 4.02608 -4.41927 2.98035
C 2.31220 -2.94050 2.39442
F 2.38572 -2.31752 3.57196
C 1.41059 -2.52708 1.44414
F 0.58461 -1.47427 1.77133
I 0.99900 0.93061 6.83509
C 0.58566 1.51478 4.91262
C 0.08720 2.73520 4.48545
N -0.02794 2.68386 3.15337
N 0.37661 1.48568 2.66865
C 0.74895 0.77342 3.74825
H -0.18264 3.62352 5.03565
H -0.35238 3.41309 2.53759
H 1.10306 -0.23904 3.65726
```

Properties
Kohn-Sham gap (spin up / spin down): 4.84 / 4.84 eV
E_HOMO (spin up / spin down): -0.6001 / -0.6001 hartree
energy above the lowest of the compared OMol25 structures with the same formula, charge and spin: 0.021 eV
strongest force on any atom: 0.470 eV/A
total charge: +3